Record 1
100
Properties=species:S:1:pos:R:3:forces:R:3:lowdin_charge:R:1 method="wB97M-V/def2-TZVPD" lumo_ev=0.155 homo_ev=-7.337 energy_ha=-8558.66049 homo_lumo_gap_ha=0.27531 total_charge=0 e_above_lowest_kcal_mol=0.0
C 4.771650 -5.691607 1.750026 -0.2 -0.2 0.2 -0.0822
C 2.640228 -4.940324 2.661874 0.0 -0.5 0.7 -0.5314
S 2.680462 -3.295143 -3.151138 -0.6 -0.3 0.3 0.5594
H 3.884105 1.569066 3.541593 0.0 -0.1 0.1 0.1020
C -2.363444 -1.508236 -3.523451 0.0 0.0 0.1 -0.0682
H -2.771926 3.074246 -2.183737 -0.1 0.1 -0.1 0.0876
C -2.811378 4.165209 0.832078 -0.1 -0.3 0.2 -0.3398
C -4.491838 1.132265 -1.487832 0.2 0.1 0.2 -0.0879
C -2.369094 1.336196 0.811123 0.3 -0.1 -0.3 -0.4471
C -1.809184 1.179488 -3.956817 0.1 0.0 0.1 -0.0778
C -2.497377 0.448256 -4.908360 0.0 0.0 -0.1 -0.0754
C 3.867028 0.937346 4.434014 0.4 0.0 -0.2 -0.0317
C 0.438737 -6.096791 5.586139 -0.1 0.0 0.0 -0.0914
C -1.452356 4.214828 1.122310 -0.1 -0.1 0.0 -0.0855
C -5.262899 0.922827 -2.618540 -0.1 -0.1 -0.1 -0.0715
H -2.810418 0.925272 -5.824704 0.0 0.0 -0.1 0.1067
C -1.688360 -0.780765 -2.560629 0.0 0.0 0.1 -0.0920
N 0.754330 -0.713576 4.455037 -0.4 0.3 0.3 0.0360
C -6.126068 1.909293 -3.064454 0.0 -0.1 0.0 -0.0759
N -1.347429 -0.234459 1.837235 0.1 -0.3 0.1 -0.1221
H 4.490772 0.058034 4.266622 0.0 0.1 0.0 0.0985
C -4.569180 2.340931 -0.802528 0.1 -0.1 0.3 -0.3646
Se 1.583596 0.911953 -1.587122 0.4 -0.2 0.3 0.3415
N 5.050895 -2.882902 -4.137148 0.2 0.2 -0.1 -0.0753
C 0.413600 4.068942 -1.633766 0.2 0.0 0.0 -0.1190
C 0.583277 -4.865020 3.481647 -0.2 -0.7 1.0 -0.3338
H -4.598960 5.334704 0.624395 0.0 0.0 0.0 0.0867
H 5.989463 -1.658507 -5.588046 0.0 0.0 0.0 0.0865
C -1.227870 0.968151 0.065130 -0.2 0.1 0.1 -0.4417
H 0.907665 -6.677846 6.365816 0.0 -0.1 0.1 0.1070
H -1.008299 7.559377 1.190267 0.0 0.1 0.0 0.1044
H -1.571926 2.218698 -4.134488 0.0 0.0 0.0 0.1058
C -1.515086 6.610675 1.100180 0.0 0.0 0.1 -0.0892
H 6.660363 -4.421812 -0.725620 0.1 0.0 -0.1 0.0932
N 1.443179 -4.482817 2.495341 -0.1 0.4 -0.7 -0.0501
C -0.809113 5.430957 1.255929 0.0 0.1 0.1 -0.0812
N 3.847311 -0.979548 -3.568085 0.4 0.2 0.1 0.0977
H -0.726205 -1.213130 3.180223 0.2 0.2 0.1 0.0261
C -0.988864 5.945121 -2.145830 0.0 0.0 -0.1 -0.0728
H -2.563520 -2.557316 -3.366047 0.0 -0.1 0.0 0.1083
H -3.304524 -1.458803 -5.444188 -0.1 0.0 -0.1 0.1056
C 1.171906 -5.643514 4.500698 0.0 0.2 -0.3 -0.4605
H -1.110001 7.005684 -2.309358 0.0 0.1 0.0 0.1095
N -2.375850 0.557515 1.897201 -0.5 0.0 0.4 -0.0040
C -0.780471 -4.586759 3.544605 0.1 -0.1 -0.1 -0.0515
C 3.776994 -3.622232 0.899471 -0.2 -0.1 0.2 -0.3131
H -0.891090 3.298466 1.247362 0.0 0.0 0.0 0.1026
C 1.985342 -0.427415 4.018602 -0.3 0.7 1.4 -0.5835
C -2.779189 -0.889465 -4.691590 0.0 0.0 -0.1 -0.0857
H -6.928163 3.860617 -2.691233 0.0 0.1 0.0 0.1048
C -1.508184 -5.044410 4.623576 -0.1 0.1 -0.1 -0.0883
H 6.573503 -6.360397 0.814793 0.0 0.0 0.0 0.0980
H -2.564717 -4.829078 4.681601 -0.1 0.0 0.0 0.1051
H -3.829366 0.352800 -1.135745 0.0 0.0 0.0 0.0985
S 2.846988 -5.905723 4.129406 -0.3 0.3 -0.2 1.1193
Se -5.039816 2.400456 2.366704 -0.2 0.1 0.1 0.2636
P -0.458468 1.432007 -1.487246 -0.3 0.3 -0.4 0.5848
C -6.235520 3.098852 -2.363362 0.0 0.1 0.0 -0.0738
H 4.225858 1.493204 5.297591 0.0 0.0 -0.1 0.0975
C 3.747198 -4.736555 1.756493 1.2 -0.1 -0.6 -0.3242
H 6.554063 -1.447213 -3.912922 0.1 0.0 0.0 0.0809
H -3.438463 7.488387 0.770939 -0.1 0.1 0.0 0.1053
H -6.733089 1.743095 -3.941662 0.0 0.0 -0.1 0.1029
H -1.244455 -4.024565 2.747958 -0.1 0.1 -0.1 0.1129
H 4.719429 -6.524879 2.440317 0.1 -0.2 -0.1 0.0740
N -0.633223 -0.015951 0.757017 0.6 -0.3 -0.4 -0.1006
O 2.534488 0.553089 4.754364 -0.5 -0.3 -0.2 -0.0132
H 3.072841 -0.573743 -3.060528 -0.1 -0.1 -0.2 -0.0458
H 1.106706 6.089355 -1.735536 0.1 0.0 0.0 0.1083
Ba 1.722833 -2.062789 1.236090 -1.9 0.0 -2.5 1.7780
H -3.050793 5.495143 -2.523093 -0.1 0.0 0.0 0.1134
N -0.028036 -1.668715 3.800415 -0.1 -0.2 0.0 0.0137
H -1.498006 -6.136019 6.472387 -0.1 0.0 0.1 0.1023
C -2.078220 5.099100 -2.271338 -0.1 0.0 -0.1 -0.0623
C 3.931485 -2.317613 -3.634632 0.0 -0.3 -0.2 -0.9770
H 4.938729 -2.695686 -0.638045 0.1 0.1 -0.2 0.0668
C -0.906581 -5.786397 5.639231 0.1 -0.1 0.1 -0.0904
C -3.527162 5.354443 0.750152 -0.1 0.0 0.0 -0.1061
H 1.387452 3.657177 -1.400241 0.0 0.0 0.0 0.0488
H -5.581398 4.228263 -0.679599 -0.1 0.0 0.0 0.0855
H -1.355872 -1.259390 -1.645452 0.0 0.0 0.0 0.1050
C -1.927649 3.739077 -2.076712 0.2 -0.1 -0.1 -0.1063
C 4.862815 -3.541618 0.033879 0.2 -0.3 0.1 -0.1754
H 4.626437 -0.384949 -3.787214 0.1 0.0 0.0 0.0887
C -0.679188 3.220914 -1.754367 0.0 -0.4 -0.1 -0.3498
H -5.193228 -0.014452 -3.151230 0.0 -0.1 0.0 0.1012
C 6.202569 -2.176877 -4.646601 -0.1 0.2 -0.1 -0.0908
H 0.339777 -0.078561 5.128696 0.1 -0.1 -0.2 0.1698
C -2.878403 6.569214 0.861522 0.0 0.1 0.0 -0.0799
P -3.681826 2.552855 0.785572 -0.3 0.5 -0.1 0.4942
H 4.981410 -3.873701 -4.306405 -0.1 0.1 0.2 0.1079
C 5.807567 -5.597670 0.847558 0.1 -0.1 0.1 -0.0970
O 2.553782 -0.992459 3.101801 1.3 0.7 1.1 -0.2735
C -5.468086 3.310720 -1.234254 0.1 0.1 0.0 -0.0971
C -1.423547 0.568991 -2.770483 0.2 0.2 0.2 -0.3464
C 0.256918 5.428797 -1.828119 0.0 0.0 -0.1 -0.0801
H 0.247202 5.455208 1.480934 0.1 0.0 0.0 0.1101
H 7.002536 -2.891182 -4.827880 0.0 0.0 0.1 0.0851
H -0.521735 -2.234030 4.487126 0.4 0.0 0.0 0.0901
C 5.851627 -4.512652 -0.013665 0.1 0.2 -0.2 -0.0981

Record 2
100
Properties=species:S:1:pos:R:3:forces:R:3:lowdin_charge:R:1 method="wB97M-V/def2-TZVPD" lumo_ev=-5.853 homo_ev=-12.050 energy_ha=-12681.62816 homo_lumo_gap_ha=0.22772 total_charge=+2 e_above_lowest_kcal_mol=0.0
H -6.497403 -0.873843 1.038986 0.0 0.0 0.0 0.1122
C -2.933735 -4.592322 -2.597516 0.0 0.0 0.0 -0.0642
C -0.987299 1.469904 -4.597600 0.0 0.0 0.0 -0.0656
C -0.113680 2.891214 -0.951620 0.0 0.0 0.0 -0.0860
H -0.844921 2.181211 -1.302313 0.0 0.0 0.0 0.0722
H 3.786744 4.413320 1.860160 0.0 0.0 0.0 0.1181
H 5.481549 0.669159 3.072355 0.0 0.0 0.0 0.1178
H 2.325161 -0.858835 -5.793825 0.0 0.0 0.0 0.1056
C 1.830016 4.565368 -0.041095 0.0 0.0 0.0 -0.0232
C 1.518150 -1.295677 3.716612 0.0 0.0 0.1 -0.0371
C -5.643574 -0.226697 0.886908 0.0 0.0 0.0 -0.0634
H -2.027667 -5.237183 -0.761707 0.0 0.0 0.0 0.1101
C -0.123991 4.203159 -1.378851 0.0 0.1 0.0 -0.0523
H -2.131089 2.747316 -5.888743 0.0 0.0 0.0 0.1127
C -3.250021 2.158650 -4.158867 0.0 0.0 0.0 -0.0586
H -1.578004 -2.940949 0.023550 0.0 0.0 0.0 0.0622
C -3.300726 -3.505824 -3.376512 0.0 0.0 0.0 -0.0594
N -1.865432 0.837064 3.779888 0.1 0.0 0.1 -0.0708
Br 0.906672 6.844322 -1.442017 0.0 0.0 0.0 0.8616
C -2.124020 2.180254 -4.967418 0.0 0.0 0.0 -0.0623
H -0.112534 1.493402 -5.235457 0.0 0.0 0.0 0.1016
H 3.599063 -0.462560 1.921757 -0.1 0.0 0.1 0.1094
C 1.830228 -2.019379 4.822422 0.0 0.1 0.0 -0.0370
N -1.673685 -0.892416 2.239860 0.3 -0.5 0.4 0.2425
H -4.507930 2.859335 1.694367 0.0 0.0 0.0 0.1092
C -0.976917 0.734596 -3.423482 0.0 0.0 -0.1 -0.1087
C -4.580323 -0.655636 0.096996 0.0 0.0 0.0 -0.0673
H 5.337043 -0.775327 -0.664642 0.0 0.0 0.0 0.0854
H 1.318904 -0.234600 3.768553 0.0 0.0 0.0 0.1016
H -3.021588 0.778757 5.496631 0.0 0.0 0.0 0.1054
C 4.067542 -2.248565 -4.393803 0.1 0.0 0.0 -0.0115
H 2.367431 -3.939255 5.681632 0.0 0.0 0.0 0.1178
C 4.711401 1.246662 2.583304 0.0 0.0 0.0 -0.0650
C -3.033374 -2.214002 -2.941929 0.0 0.0 0.0 -0.0643
C 2.769165 2.623348 1.244159 0.1 0.0 -0.1 -0.2177
N 1.889166 -3.891734 1.175772 0.0 0.0 0.0 -0.1983
O 0.567347 3.103078 2.774619 0.1 0.0 0.0 0.1031
N 0.801154 2.417498 -0.104240 0.0 0.2 0.2 -0.0777
H 2.418406 -5.126913 3.510407 0.0 0.0 0.0 0.1268
C -3.242438 1.423481 -2.979125 0.0 0.0 0.0 -0.0696
C -2.059149 -3.099954 -0.934073 0.0 0.0 0.0 -0.1250
H -2.606860 2.088862 0.325704 0.0 0.0 0.0 0.0963
Se 2.636821 0.352513 -1.658854 -0.4 0.6 0.3 0.7238
H 4.047091 -2.627005 -5.399674 0.0 0.0 0.0 0.1373
C 3.766798 3.335118 1.885708 0.0 -0.1 0.0 -0.0243
H -4.612365 -1.638551 -0.356869 0.0 0.0 0.0 0.1053
H -1.206694 -1.221134 1.395126 -0.2 0.3 -0.4 0.0403
C 1.492230 -1.965801 2.459103 -0.1 0.0 -0.1 -0.3539
C -2.313219 -4.389581 -1.371292 0.0 0.0 0.0 -0.0705
P -2.036265 -0.326700 -1.113510 0.0 0.2 0.3 0.7314
N 2.680084 1.284309 1.341258 -0.3 0.2 0.4 -0.0809
H 1.160234 -1.266122 -4.514090 0.0 0.0 0.0 0.1019
N 1.191701 -1.429425 1.278712 0.5 0.0 0.0 -0.4156
H -4.125412 1.407763 -2.352230 0.0 0.0 0.0 0.1097
C 4.883588 -2.541654 -3.357502 0.0 0.0 -0.1 -0.0117
N -0.742704 -0.254433 -0.301818 0.4 -0.6 -0.1 -0.4205
H -0.886045 4.543163 -2.064463 0.0 0.0 0.0 0.1202
Br 6.072618 3.556413 3.512947 0.0 0.0 0.0 0.8601
N 3.182856 -1.291537 -3.954090 -0.1 0.0 0.1 -0.1096
H -3.129983 -5.597879 -2.944566 0.0 0.0 0.0 0.1126
C 2.164419 -4.078985 3.582923 0.0 0.0 0.1 0.0023
C 5.066127 -1.785644 -0.965218 0.1 0.1 0.0 -0.0192
H 4.348964 -2.192108 -0.253888 0.0 0.0 0.0 0.0557
C 0.862716 5.054023 -0.907494 0.0 0.0 0.0 -0.6553
C -3.000481 0.313905 4.514028 -0.1 0.0 0.0 0.0116
H -3.310394 -1.373490 -3.565420 0.0 0.0 0.0 0.1065
H -2.899189 -0.761293 4.661633 0.0 0.0 0.0 0.0965
C -5.617922 1.033846 1.461953 0.0 0.0 0.0 -0.0794
H -3.938779 0.525525 3.997093 0.0 0.0 0.0 0.0919
Se 1.435439 -2.671972 0.000623 -0.4 0.0 0.1 1.1755
H -1.960928 2.947113 3.935093 0.0 0.0 0.0 0.1515
N 4.487012 -1.756780 -2.299278 -0.2 -0.1 0.1 -0.1157
N -0.276735 1.018705 2.190944 -0.4 -0.1 0.5 0.0009
C 1.854818 -3.359337 2.386743 0.0 -0.1 -0.1 -0.3631
H -3.789738 -3.662962 -4.328402 0.0 0.0 0.0 0.1129
C -1.253210 2.120929 4.023944 0.0 0.0 0.1 -0.0100
H 1.976972 0.313159 -4.500658 0.0 0.0 0.0 0.0615
C 2.138744 -3.416972 4.763271 0.0 -0.1 -0.1 -0.0463
C -4.522493 1.868213 1.257590 0.0 0.0 0.0 -0.0805
H 1.859228 -1.525827 5.785220 0.0 0.0 0.0 0.1179
C -2.106720 0.709617 -2.606211 -0.3 -0.2 0.0 -0.3289
H -2.403079 -1.432943 2.670988 -0.1 0.1 0.0 0.1273
C -2.410478 -2.000387 -1.714530 0.0 0.1 -0.1 -0.2902
H -0.779153 2.167704 5.006476 0.0 0.0 0.0 0.1508
H -0.087749 0.194298 -3.117306 0.0 0.0 0.0 0.0559
C 4.733769 2.635403 2.588215 0.0 0.0 0.0 -0.6592
C -1.291192 0.263108 2.727068 -0.1 0.3 -0.3 -0.3992
H -6.456120 1.376284 2.054638 0.0 0.0 0.0 0.1118
C -0.202592 2.191492 2.933763 0.0 -0.2 0.0 -0.4323
H 5.950867 -2.415426 -0.988607 0.0 0.0 0.0 0.1038
H 2.618719 5.212771 0.308732 0.0 0.0 0.0 0.1157
C -3.462440 1.437831 0.476681 0.0 0.0 0.0 -0.1057
C 2.087355 -0.741124 -4.740089 0.0 0.0 -0.1 -0.0155
H -4.136292 2.707901 -4.447270 0.0 0.0 0.0 0.1133
H 5.713017 -3.221942 -3.289747 0.0 0.0 0.0 0.1361
Ir 0.875884 0.495444 0.608908 1.2 -0.1 -1.2 1.1576
C 3.439280 -0.993384 -2.667108 0.0 -0.4 0.2 -0.6749
C 1.765443 3.245054 0.355616 0.0 0.0 -0.1 -0.2171
C 3.661308 0.616497 1.951133 0.0 0.0 0.0 -0.1091
C -3.484516 0.174011 -0.115750 -0.1 -0.1 -0.3 -0.2979